A cluster of 2 separate species, CH3O2PS in total. Source: the OMol25 dataset; level of theory: the ωB97M-V functional and the def2-TZVPD basis.

Properties
HOMO level (alpha / beta): -9.71 / -9.69 eV
HOMO-LUMO gap (alpha / beta): 7.764 / 7.729 eV
Relative energy (zero: lowest compared OMol25 entry of this formula, charge and spin): 144.9 kcal/mol

```
! wB97M-V def2-TZVPD RIJCOSX def2/J DEFGRID3
* xyz 0 1
C 0.3911 -0.3008 0.7069
O 2.6924 -0.8367 -0.2715
O 0.7404 -0.8228 -1.7846
P -1.7560 1.0676 -0.3204
S 1.3668 -0.3734 -0.5836
H 0.7152 0.2796 1.5272
H -2.3014 1.3994 1.0066
H -1.8487 -0.4128 -0.2806
*
```

A structure of composition CH3O2S2. Source: the OMol25 dataset; level of theory: the ωB97M-V functional and the def2-TZVPD basis.

Properties
HOMO level: -3.75 eV
HOMO-LUMO gap: 7.436 eV
Relative energy (zero: lowest compared OMol25 entry of this formula, charge and spin): 58.7 kcal/mol

```
! wB97M-V def2-TZVPD RIJCOSX def2/J DEFGRID3
* xyz -1 1
C -0.2090 -0.3843 -0.7367
O 1.6839 1.6282 0.0252
O 0.3978 0.4019 1.7291
S -0.8450 -1.6329 0.2417
S 0.3469 1.2162 0.4361
H 0.4606 -0.9016 -1.4483
H -1.1874 0.3344 -1.4585
H -0.6478 -0.6619 1.2114
*
```

A cluster of 2 separate species, CH3O3PS in total. Source: the OMol25 dataset; level of theory: the ωB97M-V functional and the def2-TZVPD basis.

Properties
HOMO level: -9.30 eV
HOMO-LUMO gap: 8.844 eV
Structure (SMILES): O=S1#[PH]O1.C=O
Relative energy (zero: lowest compared OMol25 entry of this formula, charge and spin): 91.1 kcal/mol

```
! wB97M-V def2-TZVPD RIJCOSX def2/J DEFGRID3
* xyz 0 1
C -0.6418 -0.4290 0.6844
O 1.0279 0.4744 2.9764
O 2.2187 -1.5681 1.9210
O -0.0103 0.1700 -0.1622
P 2.4202 -0.5464 0.4959
S 2.3030 -0.1468 2.6952
H -0.1977 -1.1989 1.2530
H -1.4350 0.0233 1.1588
H 3.7897 -0.9171 0.6073
*
```

A cluster of 2 separate species, CH3O3Si in total. Source: the OMol25 dataset; level of theory: the ωB97M-V functional and the def2-TZVPD basis.

Properties
HOMO level (alpha / beta): -4.49 / -4.49 eV
HOMO-LUMO gap (alpha / beta): 8.452 / 8.453 eV
Relative energy (zero: lowest compared OMol25 entry of this formula, charge and spin): 76.0 kcal/mol

```
! wB97M-V def2-TZVPD RIJCOSX def2/J DEFGRID3
* xyz -1 1
C 1.7426 -0.0394 -0.4549
O 2.3587 -0.8976 -1.0468
O 1.9248 0.9904 0.2244
O -2.3357 -1.2461 -0.1520
Si -0.0487 0.1430 0.1341
H -2.7983 -0.4135 0.2033
H -0.5900 1.2774 -0.4082
H -0.2534 0.1859 1.5001
*
```

A cluster of 2 separate species, CH3O3Si in total. Source: the OMol25 dataset; level of theory: the ωB97M-V functional and the def2-TZVPD basis.

Properties
HOMO level (alpha / beta): -3.79 / -3.79 eV
HOMO-LUMO gap (alpha / beta): 7.449 / 7.449 eV
Relative energy (zero: lowest compared OMol25 entry of this formula, charge and spin): 88.3 kcal/mol

```
! wB97M-V def2-TZVPD RIJCOSX def2/J DEFGRID3
* xyz -1 1
C -1.8467 0.3530 0.1515
O -2.6165 -0.3640 0.7115
O -1.7919 1.5437 -0.3810
O 2.5412 -1.2504 0.2305
Si 0.0691 0.4907 -0.0660
H 2.3594 -2.1869 -0.0432
H 0.8021 1.4093 0.7869
H 0.4833 0.0045 -1.3904
*
```

The ion CH3O4 with charge +1. Source: the OMol25 dataset; level of theory: the ωB97M-V functional and the def2-TZVPD basis.

Properties
HOMO level: -17.71 eV
HOMO-LUMO gap: 11.727 eV
Relative energy (zero: lowest compared OMol25 entry of this formula, charge and spin): 24.1 kcal/mol

```
! wB97M-V def2-TZVPD RIJCOSX def2/J DEFGRID3
* xyz 1 1
C 0.0209 0.0951 -0.4544
O 0.1639 -0.8346 0.4859
O 0.0657 1.3575 -0.1051
O -0.2310 -0.1475 -1.7418
O 0.4682 -0.4802 1.9316
H -0.1668 -0.8771 2.6147
H -0.0044 -1.1769 -1.8931
H -0.3164 2.0637 -0.8380
*
```

The ion CH3O4 with charge +1. Source: the OMol25 dataset; level of theory: the ωB97M-V functional and the def2-TZVPD basis.

Properties
HOMO level: -17.13 eV
HOMO-LUMO gap: 12.425 eV
Relative energy (zero: lowest compared OMol25 entry of this formula, charge and spin): 3.4 kcal/mol

```
! wB97M-V def2-TZVPD RIJCOSX def2/J DEFGRID3
* xyz 1 1
C -0.3778 0.0787 -0.1432
O 0.4594 0.2789 0.8750
O -1.2780 0.9641 -0.4095
O -0.1517 -1.0234 -0.7950
O 1.2859 -0.8403 0.9254
H 2.0536 -0.3272 1.2015
H -0.6422 -0.9947 -1.6368
H -1.3492 1.8640 -0.0175
*
```

A structure of composition CH3O4P. Source: the OMol25 dataset; level of theory: the ωB97M-V functional and the def2-TZVPD basis.

Properties
HOMO level (alpha / beta): -11.48 / -11.52 eV
HOMO-LUMO gap (alpha / beta): 8.566 / 7.586 eV
Relative energy (zero: lowest compared OMol25 entry of this formula, charge and spin): 158.3 kcal/mol

```
! wB97M-V def2-TZVPD RIJCOSX def2/J DEFGRID3
* xyz 0 1
C -1.1048 0.0489 0.0154
O 0.9685 -1.8642 0.5471
O 1.3774 1.4781 -0.0225
O 1.3518 -0.1546 -1.4538
O 1.0980 0.6892 0.9641
P 0.6609 -0.6099 -0.1886
H -1.4554 -0.4373 1.0328
H -1.1061 1.0919 -0.0404
H -1.7904 -0.2421 -0.8541
*
```

The molecule CH3O4P. Source: the OMol25 dataset; level of theory: the ωB97M-V functional and the def2-TZVPD basis.

Properties
HOMO level (alpha / beta): -9.24 / -11.41 eV
<S²>: 2.0079
HOMO-LUMO gap (alpha / beta): 9.619 / 8.453 eV
Relative energy (zero: lowest compared OMol25 entry of this formula, charge and spin): 76.2 kcal/mol

```
! wB97M-V def2-TZVPD RIJCOSX def2/J DEFGRID3
* xyz 0 3
C 0.1322 1.0149 -0.3177
O 0.5918 -1.9347 -0.6411
O -0.1069 -0.2330 1.1715
O 0.9169 -0.5358 1.8896
O -1.8425 -0.8262 -0.5899
P -0.4488 -0.9790 -0.2350
H 1.1864 1.3208 -0.0380
H 0.3128 0.4460 -1.2126
H -0.7419 1.7270 -0.0268
*
```

The ion CH3O4S2 with charge -1. Source: the OMol25 dataset; level of theory: the ωB97M-V functional and the def2-TZVPD basis.

Properties
HOMO level: -5.06 eV
HOMO-LUMO gap: 8.489 eV
Relative energy (zero: lowest compared OMol25 entry of this formula, charge and spin): 35.3 kcal/mol

```
! wB97M-V def2-TZVPD RIJCOSX def2/J DEFGRID3
* xyz -1 1
C 0.7067 -0.8826 0.8405
O 1.0959 1.6272 -0.4008
O -1.6242 -1.4063 -0.4091
O -0.6811 1.5198 -2.1188
O -1.2746 1.5019 0.2863
S -0.2161 -1.0284 -0.7383
S -0.3327 1.1438 -0.7856
H 1.7251 -0.7081 0.5864
H 0.1285 -1.6966 1.3320
H 0.4726 -0.0706 1.4075
*
```

A structure of composition CH3OP. Source: the OMol25 dataset; level of theory: the ωB97M-V functional and the def2-TZVPD basis.

Properties
HOMO level (alpha / beta): -9.60 / -9.60 eV
HOMO-LUMO gap (alpha / beta): 8.258 / 8.257 eV
Relative energy (zero: lowest compared OMol25 entry of this formula, charge and spin): 106.6 kcal/mol

```
! wB97M-V def2-TZVPD RIJCOSX def2/J DEFGRID3
* xyz 0 1
C 1.3126 0.2637 0.2198
O -2.5068 -0.0959 0.0266
P -1.0127 -0.0972 0.1099
H 1.4510 1.3607 0.1696
H 1.6258 -0.0098 -0.9046
H -0.8698 -1.4215 0.3786
*
```

A cluster of 2 separate species, CH3OS in total. Source: the OMol25 dataset; level of theory: the ωB97M-V functional and the def2-TZVPD basis.

Properties
HOMO level: -2.74 eV
HOMO-LUMO gap: 6.901 eV
Relative energy (zero: lowest compared OMol25 entry of this formula, charge and spin): 0.0 kcal/mol

```
! wB97M-V def2-TZVPD RIJCOSX def2/J DEFGRID3
* xyz -1 1
S 2.0806 1.1793 0.2784
H 1.4187 1.9891 1.1222
O -2.0295 -1.0063 -0.0985
C -0.8656 -0.7842 -0.3432
H -0.3472 -1.3356 -1.1534
H -0.2570 -0.0423 0.1945
*
```

A cluster of 2 separate species, CH3OS in total. Source: the OMol25 dataset; level of theory: the ωB97M-V functional and the def2-TZVPD basis.

Properties
HOMO level: -2.91 eV
HOMO-LUMO gap: 7.214 eV
Relative energy (zero: lowest compared OMol25 entry of this formula, charge and spin): 10.7 kcal/mol

```
! wB97M-V def2-TZVPD RIJCOSX def2/J DEFGRID3
* xyz -1 1
S 0.4792 -0.6181 -1.5305
H -0.4596 0.1590 -2.0533
O -0.6999 1.1384 2.0794
C -0.2356 0.1805 1.3585
H 0.7354 0.1201 0.9879
H -0.9299 -0.5790 0.7671
*
```

A cluster of 2 separate species, CH3PS in total. Source: the OMol25 dataset; level of theory: the ωB97M-V functional and the def2-TZVPD basis.

Properties
HOMO level (alpha / beta): -8.76 / -8.78 eV
HOMO-LUMO gap (alpha / beta): 7.379 / 7.396 eV
Relative energy (zero: lowest compared OMol25 entry of this formula, charge and spin): 79.6 kcal/mol

```
! wB97M-V def2-TZVPD RIJCOSX def2/J DEFGRID3
* xyz 0 1
C -1.5429 -0.1103 0.1080
P 3.5619 0.3239 0.0061
S -0.2604 -1.0657 -0.0425
H -1.9450 0.4284 -0.7387
H -2.0378 0.0247 1.0591
H 2.2242 0.3990 -0.3919
*
```

The molecule CH3PSi. Source: the OMol25 dataset; level of theory: the ωB97M-V functional and the def2-TZVPD basis.

Properties
HOMO level (alpha / beta): -6.29 / -9.17 eV
<S²>: 2.0090
HOMO-LUMO gap (alpha / beta): 6.812 / 6.347 eV

```
! wB97M-V def2-TZVPD RIJCOSX def2/J DEFGRID3
* xyz 0 3
C -0.3835 -0.6337 -0.8408
Si 0.0974 0.5238 0.5069
P 1.1856 -0.1659 -1.3046
H -1.2433 -1.2585 -1.1072
H -0.3313 1.9366 0.9823
H 0.6751 -0.4023 1.7634
*
```

The molecule CH4. Source: the OMol25 dataset; level of theory: the ωB97M-V functional and the def2-TZVPD basis.

Properties
HOMO level: -12.38 eV
HOMO-LUMO gap: 13.654 eV
Structure (SMILES): C
Relative energy (zero: lowest compared OMol25 entry of this formula, charge and spin): 10.7 kcal/mol

```
! wB97M-V def2-TZVPD RIJCOSX def2/J DEFGRID3
* xyz 0 1
C -0.0089 0.0280 -0.0285
H 0.5902 -0.8317 0.5290
H -0.9545 0.0734 0.4385
H -0.0671 -0.3631 -1.1244
H 0.4845 0.9534 0.3276
*
```

The molecule CH4BBr. Source: the OMol25 dataset; level of theory: the ωB97M-V functional and the def2-TZVPD basis.

Properties
HOMO level: -10.19 eV
HOMO-LUMO gap: 10.398 eV
Structure (SMILES): CBBr
Relative energy (zero: lowest compared OMol25 entry of this formula, charge and spin): 19.5 kcal/mol

```
! wB97M-V def2-TZVPD RIJCOSX def2/J DEFGRID3
* xyz 0 1
B 0.7582 0.1306 0.3596
C -0.7525 -0.1778 -0.2990
Br 2.6533 0.1321 -0.1972
H 0.6381 0.7184 1.4245
H -1.3734 -0.3621 0.5178
H -1.0417 0.5915 -0.8376
H -0.8819 -1.0327 -0.9681
*
```

A structure of composition CH4BBr. Source: the OMol25 dataset; level of theory: the ωB97M-V functional and the def2-TZVPD basis.

Properties
HOMO level: -10.74 eV
HOMO-LUMO gap: 11.059 eV
Relative energy (zero: lowest compared OMol25 entry of this formula, charge and spin): 59.6 kcal/mol

```
! wB97M-V def2-TZVPD RIJCOSX def2/J DEFGRID3
* xyz 0 1
B 0.2804 0.6037 -0.5472
C -0.1905 -0.7188 0.1642
Br -0.8336 0.5326 1.5631
H 1.3615 0.8987 -0.2842
H -0.3343 1.4309 -1.5938
H 0.6331 -1.3184 0.5492
H -0.9167 -1.4286 0.1486
*
```

The molecule CH4BBr. Source: the OMol25 dataset; level of theory: the ωB97M-V functional and the def2-TZVPD basis.

Properties
HOMO level (alpha / beta): -5.78 / -11.17 eV
<S²>: 2.0060
HOMO-LUMO gap (alpha / beta): 6.244 / 6.703 eV
Relative energy (zero: lowest compared OMol25 entry of this formula, charge and spin): 2.9 kcal/mol

```
! wB97M-V def2-TZVPD RIJCOSX def2/J DEFGRID3
* xyz 0 3
B 0.7397 -0.2420 -0.2331
C -0.8088 0.2208 0.2949
Br 2.7909 -0.1318 0.1572
H 0.7536 -0.9138 -1.1663
H -1.4755 -0.7211 0.0793
H -1.0171 0.7797 1.3359
H -0.9829 1.0082 -0.4680
*
```

A cluster of 2 separate species, CH4Br2Si in total. Source: the OMol25 dataset; level of theory: the ωB97M-V functional and the def2-TZVPD basis.

Properties
HOMO level: -8.70 eV
HOMO-LUMO gap: 8.792 eV
Relative energy (zero: lowest compared OMol25 entry of this formula, charge and spin): 36.3 kcal/mol

```
! wB97M-V def2-TZVPD RIJCOSX def2/J DEFGRID3
* xyz 0 1
C -0.8919 0.2399 -1.1614
Si 0.6125 -0.1508 1.0229
Br 1.6271 1.7396 1.4653
Br 2.0969 -1.7248 0.6050
H -1.0536 -0.7977 -1.3557
H -1.7483 0.7877 -0.6584
H -0.2506 0.7685 -1.8371
H -0.3922 -0.8624 1.9193
*
```

Number 1: DFT total energy -25298.49136 eV. Number 2: DFT total energy -26850.34931 eV. Number 3: DFT total energy -27348.88399 eV. Number 4: DFT total energy -15105.12015 eV. Number 5: DFT total energy -15104.58367 eV. Number 6: DFT total energy -9263.77560 eV. Number 7: DFT total energy -9264.67467 eV. Number 8: DFT total energy -18559.30763 eV. Number 9: DFT total energy -18557.32910 eV. Number 10: DFT total energy -30946.42381 eV. Number 11: DFT total energy -12416.73206 eV. Number 12: DFT total energy -13968.63609 eV. Number 13: DFT total energy -13968.17301 eV. Number 14: DFT total energy -21205.49196 eV. Number 15: DFT total energy -18246.74531 eV. Number 16: DFT total energy -1101.35218 eV. Number 17: DFT total energy -71820.47928 eV. Number 18: DFT total energy -71818.74340 eV. Number 19: DFT total energy -71815.48430 eV. Number 20: DFT total energy -149064.64635 eV.